{"formula": "C25H56Mn2N8O11", "method": "ωB97M-V with the def2-TZVPD basis set", "symbols": ["Mn", "Mn", "C", "O", "O", "O", "C", "O", "N", "C", "C", "H", "H", "H", "H", "H", "H", "H", "C", "O", "N", "C", "C", "H", "H", "H", "H", "H", "H", "H", "C", "O", "N", "C", "C", "H", "H", "H", "H", "H", "H", "H", "C", "O", "N", "C", "C", "H", "H", "H", "H", "H", "H", "H", "C", "O", "N", "C", "C", "H", "H", "H", "H", "H", "H", "H", "C", "O", "N", "C", "C", "H", "H", "H", "H", "H", "H", "H", "C", "O", "N", "C", "C", "H", "H", "H", "H", "H", "H", "H", "C", "O", "N", "C", "C", "H", "H", "H", "H", "H", "H", "H"], "coordinates": [[0.3985, 1.2593, 1.4863], [-3.3843, -0.0450, 0.3075], [-0.9039, -0.2293, -0.2281], [-1.7914, -0.3307, -1.0522], [-1.3355, -0.0329, 0.9118], [0.2106, 0.1212, -0.4410], [0.6827, 3.5707, -0.9667], [0.4618, 2.8455, 0.0172], [0.3442, 4.9060, -0.9289], [0.1844, 5.7077, -2.2048], [-0.0955, 5.5724, 0.2829], [0.9887, 3.1677, -1.9445], [0.5590, 6.6806, -1.8867], [-0.8463, 5.9664, -2.4476], [0.7868, 5.3887, -3.0554], [-1.0879, 6.0214, 0.2422], [-0.2101, 4.8962, 1.1301], [0.4757, 6.4814, 0.4718], [1.5509, -2.9730, -1.8505], [2.6485, -2.6110, -2.3751], [1.3274, -4.2182, -1.3104], [-0.0337, -4.6571, -0.9648], [2.3202, -5.2498, -1.4507], [0.7463, -2.2641, -1.6006], [-0.0534, -5.2033, -0.0217], [-0.4120, -5.4564, -1.6020], [-0.8375, -3.9223, -1.0107], [2.0104, -6.1895, -0.9935], [2.1498, -5.5460, -2.4858], [3.3045, -4.8982, -1.1416], [1.1444, 0.2112, -4.1235], [0.4610, 0.2909, -5.1685], [2.1480, 1.0329, -3.8576], [2.5941, 1.9515, -4.9041], [2.7993, 0.9798, -2.5644], [0.9056, -0.5548, -3.3696], [2.2176, 2.9618, -4.7444], [2.1058, 1.8062, -5.8677], [3.6776, 1.9357, -5.0223], [3.5146, 0.1610, -2.4866], [3.2429, 1.9590, -2.3839], [2.0331, 0.9723, -1.7891], [-3.8407, 2.9317, -4.2110], [-3.5986, 4.1355, -3.9935], [-3.0477, 1.9810, -3.6934], [-3.2567, 0.6312, -4.1625], [-1.6367, 2.2189, -3.2279], [-4.7365, 2.5272, -4.7071], [-4.2736, 0.4663, -4.5188], [-2.9250, -0.0766, -3.4028], [-2.7265, 0.4606, -5.0994], [-1.2929, 1.5319, -2.4547], [-0.9112, 2.0478, -4.0231], [-1.4536, 3.2424, -2.9007], [3.7346, 0.3775, 1.5287], [2.5345, 0.5234, 1.2925], [4.4537, -0.7078, 1.1280], [5.8453, -0.8129, 1.4348], [3.9931, -1.7744, 0.2431], [4.4046, 1.0946, 2.0277], [6.4515, -0.7186, 0.5339], [6.1859, -1.7288, 1.9178], [6.2427, 0.0535, 1.9635], [4.2071, -2.8202, 0.4637], [2.9130, -1.7567, 0.0978], [4.3648, -1.5318, -0.7524], [0.2005, -0.9019, 3.9592], [0.4986, 0.0128, 3.1637], [0.7586, -2.1164, 3.9365], [1.7799, -2.6167, 3.0091], [0.5415, -3.0295, 5.1563], [-0.6659, -0.9075, 4.6387], [2.7640, -2.7597, 3.4555], [1.8890, -1.9249, 2.1739], [1.6700, -3.5759, 2.5032], [0.0296, -2.5271, 5.9771], [0.1201, -3.9577, 4.7702], [1.5097, -3.2635, 5.5989], [-3.6958, -3.3179, -0.0172], [-3.6504, -2.0923, 0.2359], [-3.1627, -4.2247, 0.8009], [-3.4028, -5.6698, 0.4564], [-2.5248, -3.8026, 2.0632], [-4.2347, -3.6819, -0.9056], [-2.4111, -6.1216, 0.4768], [-3.9157, -5.8027, -0.4962], [-3.9705, -6.0472, 1.3070], [-1.4601, -3.9871, 1.9203], [-2.6744, -2.7291, 2.1786], [-2.8990, -4.3328, 2.9390], [-2.2176, 2.4145, 3.3621], [-1.1448, 2.3207, 2.6683], [-2.5827, 3.5277, 4.0140], [-3.8377, 3.6217, 4.8042], [-1.8587, 4.8112, 3.8856], [-2.9554, 1.6124, 3.5183], [-4.5262, 4.2388, 4.2269], [-3.5197, 4.1651, 5.6939], [-4.2775, 2.6310, 4.9187], [-0.8177, 4.5470, 3.6993], [-2.1343, 5.3675, 2.9897], [-1.8554, 5.3584, 4.8283]], "atomic_forces_ev_per_a": [[0.269, -0.287, -0.627], [2.361, -1.521, -1.005], [-0.424, 2.228, -1.143], [-4.846, -1.870, -4.990], [-3.338, 0.226, 7.959], [6.262, -0.075, -1.397], [-2.134, 1.882, 0.884], [0.805, 0.006, 0.097], [0.100, -1.547, -1.938], [0.715, 0.977, 1.826], [-0.749, 0.360, 0.341], [0.179, 0.239, 0.241], [0.404, 0.190, -0.391], [-0.219, -0.936, -0.087], [-0.238, -0.442, 0.278], [-0.470, -0.335, -0.903], [0.811, -0.045, -0.125], [0.736, -0.426, 0.258], [2.981, 0.195, -0.165], [-3.305, -1.198, 1.427], [-1.489, 1.413, 0.532], [0.069, -0.815, -0.121], [-0.885, -0.711, -1.105], [-0.073, -0.004, -0.482], [0.251, 0.546, 0.575], [0.359, -0.014, -0.823], [0.580, 0.568, 0.171], [0.078, 0.385, 0.940], [1.494, -0.020, -0.520], [-0.095, -0.275, -0.479], [-2.209, -0.391, -2.290], [0.898, -0.370, 1.652], [0.562, 0.392, -0.397], [-0.368, 0.576, -0.211], [-0.324, 0.933, 0.130], [0.259, 0.258, 0.148], [0.435, 0.367, 0.736], [0.175, -1.073, 0.159], [-0.099, 0.051, 0.131], [-0.002, 0.112, 0.163], [0.635, -0.115, -0.221], [0.020, -0.796, 0.111], [1.135, 3.076, 1.655], [-0.949, -1.786, -0.962], [1.417, -1.149, 0.423], [0.137, -0.432, -0.871], [-0.217, 0.479, -0.512], [0.074, 0.306, -0.117], [-0.347, 0.049, 0.763], [-0.193, -0.126, -0.170], [0.732, -0.179, 0.160], [-0.725, -0.162, 0.188], [-0.301, -0.072, -0.531], [-0.646, 0.026, 0.033], [0.658, -1.543, -0.913], [0.090, 0.457, 0.237], [-0.627, -0.265, 0.891], [1.882, 0.944, -0.396], [-1.358, 0.797, -1.165], [-0.521, 0.133, 0.156], [-0.173, -0.411, -0.499], [-0.561, -0.024, 0.208], [-0.493, -0.055, 0.617], [0.692, 0.334, 0.682], [-0.040, 0.423, 0.315], [0.224, -0.359, -0.071], [0.482, -0.209, -2.033], [-0.394, -0.980, 1.517], [0.203, -1.923, 1.899], [0.747, 0.982, -0.806], [0.811, 0.720, -1.384], [0.355, 0.713, 0.213], [-0.022, 0.533, 0.524], [-0.015, 0.323, 0.258], [-1.293, -0.295, 0.491], [-0.592, -0.096, -0.496], [-0.352, 0.111, 0.479], [0.209, -0.006, -0.326], [0.149, 0.129, 1.087], [-0.505, 0.548, -0.043], [-1.468, 0.133, -1.374], [0.973, 1.044, 1.608], [0.298, -0.164, -0.867], [0.346, 0.010, 0.224], [-0.202, -0.388, -0.305], [0.130, 0.192, 0.207], [-0.170, -0.424, -0.345], [0.119, 0.005, 0.393], [0.004, -0.221, 0.001], [-0.128, -0.161, -0.266], [2.143, 1.366, -0.600], [-2.567, 0.272, 1.333], [-0.275, -0.025, -0.394], [0.941, 0.265, -1.188], [1.300, -1.315, -0.321], [0.412, -0.256, -0.193], [-0.166, 0.081, 0.212], [-0.680, -0.508, 0.354], [0.137, 0.170, 0.510], [0.109, -0.018, 0.089], [-0.605, 0.196, 0.361], [-0.495, 0.100, -0.280]], "multiplicity": 11, "total_charge": 2, "homo_energy_ha": [-0.4548, -0.4548], "gap_ev": [5.65, 5.57]}